Entry from OMol25: a cluster of 2 separate species, C3H11N in total (wB97M-V/def2-TZVPD).

Bonds (Å) are listed after each position.
Geometry (Å):
1 C -1.7503 1.0081 1.3970  C2 1.519, H3 1.085, H4 1.096, H5 1.051
2 C -1.8022 -0.5060 1.2927  C1 1.519, H6 1.096, H7 1.082, H8 1.080
3 H -1.5671 1.4552 0.4257  C1 1.085
4 H -2.7187 1.3678 1.7627  C1 1.096
5 H -1.0896 1.2975 2.1617  C1 1.051
6 H -0.8310 -0.9243 1.0043  C2 1.096
7 H -2.4629 -0.8627 0.5131  C2 1.082
8 H -2.0578 -1.0059 2.2153  C2 1.080
9 C 2.1876 -0.7961 -1.7814  N10 1.458, H11 1.091, H12 1.091, H13 1.088
10 N 1.7057 0.4237 -1.1447  C9 1.458, H14 1.002, H15 1.000
11 H 2.7354 -1.3434 -1.0123  C9 1.091
12 H 1.3144 -1.4295 -1.9428  C9 1.091
13 H 2.8288 -0.6148 -2.6411  C9 1.088
14 H 2.3476 0.8928 -0.5346  N10 1.002
15 H 1.1602 1.0377 -1.7158  N10 1.000

The value obtained for the largest force on an atom is 0.038 hartree/bohr. For the HOMO energy, the calculation gives -8.93 eV. The calculation puts the energy above the lowest of the compared OMol25 structures with the same formula, charge and spin at 52.9 kJ/mol. The value obtained for the HOMO-LUMO gap is 10.1 eV. As for the SMILES: CC.CN.